1.
{"formula": "C50H39HfN2OP2S3", "method": "ωB97M-V/def2-TZVPD", "elements": ["Hf", "C", "C", "C", "C", "C", "C", "H", "H", "H", "H", "H", "H", "O", "C", "C", "C", "C", "C", "C", "P", "C", "C", "C", "C", "C", "C", "C", "C", "C", "C", "C", "C", "C", "C", "C", "C", "C", "C", "P", "C", "C", "C", "C", "C", "C", "C", "C", "C", "C", "C", "C", "H", "H", "H", "H", "H", "H", "H", "H", "H", "H", "H", "H", "H", "H", "H", "H", "H", "H", "H", "H", "H", "H", "H", "H", "H", "H", "H", "H", "S", "C", "S", "C", "N", "N", "C", "C", "C", "C", "C", "C", "S", "H", "H", "H", "H", "H"], "coordinates": [[0.0956, -0.5527, 1.2277], [1.7370, -0.2289, 3.6623], [0.4871, 0.0062, 4.1711], [-0.5593, -0.9192, 3.9795], [-0.2648, -2.2075, 3.4162], [1.0630, -2.4018, 2.8637], [2.0400, -1.4757, 3.0243], [2.3970, 0.6023, 3.8215], [0.2094, 0.9030, 4.7119], [-1.4984, -0.5542, 4.4597], [-0.8945, -3.0948, 3.3903], [1.2972, -3.2979, 2.2561], [2.9689, -1.7121, 2.5590], [0.0539, 0.8600, -0.4248], [1.2179, 1.6024, -0.8858], [1.0869, 2.8961, -1.3843], [2.2502, 3.5305, -1.7726], [3.5214, 2.9475, -1.5817], [3.6133, 1.6462, -1.1541], [2.4407, 0.9360, -0.7443], [2.3400, -0.8265, -0.1860], [4.0407, -1.1158, 0.5765], [4.6361, -0.0477, 1.2031], [5.8229, -0.2344, 1.8363], [6.4208, -1.4493, 1.8583], [5.9557, -2.4857, 1.0824], [4.7186, -2.3145, 0.4284], [1.9499, -1.9207, -1.5642], [2.3766, -1.5771, -2.8291], [2.2145, -2.4674, -3.9008], [1.6727, -3.7052, -3.6813], [1.3874, -4.1214, -2.3852], [1.4346, -3.2145, -1.3398], [-1.2454, 1.3052, -0.9093], [-1.5845, 1.0144, -2.2177], [-2.8779, 1.2984, -2.6094], [-3.7933, 1.9509, -1.8189], [-3.4391, 2.0777, -0.5270], [-2.2201, 1.7318, -0.0018], [-1.8956, 1.4847, 1.7886], [-1.0662, 3.0616, 2.3293], [-1.8216, 4.1217, 2.6677], [-1.2803, 5.3582, 3.1351], [0.1303, 5.4411, 3.0850], [0.9187, 4.3007, 2.8462], [0.3118, 3.1234, 2.4279], [-3.3057, 1.2031, 2.9353], [-2.8068, 1.6037, 4.2331], [-3.3903, 1.1093, 5.3684], [-4.4736, 0.1636, 5.2435], [-4.9456, -0.1697, 4.0078], [-4.3577, 0.2978, 2.8543], [0.1425, 3.3825, -1.5131], [2.1255, 4.5421, -2.0573], [4.4671, 3.4305, -1.7685], [4.5757, 1.1632, -1.0373], [4.2087, 0.9242, 1.2558], [6.2341, 0.6601, 2.3311], [7.4459, -1.4702, 2.3361], [6.5898, -3.3405, 0.9215], [4.4154, -3.0484, -0.2730], [2.7494, -0.6016, -3.1831], [2.5759, -2.2056, -4.8589], [1.4706, -4.3193, -4.5207], [0.9397, -5.1294, -2.2860], [1.1924, -3.5939, -0.3092], [-0.8871, 0.5713, -2.8775], [-3.0611, 1.0213, -3.6614], [-4.7152, 2.3170, -2.2777], [-4.1265, 2.5389, 0.2005], [-2.9097, 3.9998, 2.6960], [-1.9098, 6.0754, 3.5669], [0.7079, 6.3281, 3.4741], [1.9702, 4.2841, 2.9584], [0.9555, 2.3290, 2.1241], [-2.0726, 2.3784, 4.2690], [-3.0402, 1.4530, 6.3245], [-4.9092, -0.3208, 6.1161], [-5.8492, -0.8152, 3.9301], [-4.7201, 0.0315, 1.8737], [-1.9902, -5.3506, -4.0318], [-2.0898, -4.1395, -2.9705], [-2.2521, -4.4696, -1.2436], [-1.8550, -2.8130, -0.9402], [-1.7807, -2.0293, -2.0127], [-2.1411, -2.7465, -3.1140], [-2.2058, -2.0489, -4.3145], [-3.4161, -2.0962, -4.9739], [-3.4605, -1.4645, -6.2186], [-2.4459, -0.6232, -6.5868], [-1.2264, -0.5703, -5.8655], [-1.1068, -1.3181, -4.7355], [-1.6236, -2.2697, 0.7454], [-4.3095, -2.6073, -4.5501], [-4.3905, -1.4318, -6.7822], [-2.5846, -0.0087, -7.4564], [-0.5202, 0.1917, -6.1667], [-0.2572, -1.2730, -4.0686]], "lumo_energy_ev": -9.60, "gap_ev": 4.9, "e_tot_ha": -4037.80565, "charge": 3}

2.
{"formula": "C5H6O2Pt", "method": "ωB97M-V/def2-TZVPD", "elements": ["C", "C", "C", "C", "O", "Pt", "H", "H", "H", "H", "C", "O", "H", "H"], "coordinates": [[-0.9055, -1.5747, -0.1276], [-0.2433, -0.5255, -0.1579], [0.9081, 0.3566, -0.4001], [1.8469, 0.4036, 0.7758], [3.0534, 0.4750, 0.6760], [4.2688, -0.0326, -0.8642], [-1.2211, -2.5987, -0.2510], [0.5440, 1.3897, -0.5462], [1.4507, 0.0747, -1.3125], [1.3751, 0.4162, 1.7784], [-2.3485, 0.0265, 0.4678], [-3.2121, 0.6792, -0.3083], [-2.5247, 0.3659, 1.5096], [-2.9918, 0.5441, -1.2397]], "lumo_energy_ev": [-2.30, -2.20], "gap_ev": [2.5, 2.9], "e_tot_ha": -463.42567, "multiplicity": 3}